No. 1
The following is a quantum chemistry calculation of the molecule C3H8NOS, from the OMol25 dataset.

The geometry in XYZ format:
```
14
Properties=species:S:1:pos:R:3
H 0.1980 -2.5041 0.7093
O -1.7390 1.7969 -0.3541
H -0.0840 1.8133 0.9695
C -0.3141 -0.0400 0.1859
C 1.1940 -0.4445 0.2612
H 1.7510 -0.2666 -0.7098
S 1.5340 -2.2487 0.9761
N -1.0358 -0.7381 -0.8191
H -0.8777 -0.1365 1.0705
H -1.9104 -0.1289 -0.9321
H -0.4793 -0.8677 -1.7274
C -0.4834 1.5146 0.0000
H 0.5019 1.9084 -0.5669
H 1.7448 0.3420 0.9369
```

## Properties
<S²>: 0.76
ΔE to the lowest compared entry with this formula, charge and spin in eV: 1.763
Gap between HOMO and LUMO (alpha / beta) in eV: 9.87 / 6.66
2S+1: 2
HOMO level (alpha / beta) in eV: -9.1 / -9.1

No. 2
The following is a quantum chemistry calculation of an isolated ion of composition C3H8NOS and charge +1, from the OMol25 dataset.

The geometry in XYZ format:
```
14
Properties=species:S:1:pos:R:3
H 0.0417 0.0826 -1.4069
C 0.2413 0.4924 0.5757
H -1.6486 -0.8569 -1.0994
O 1.2264 -0.3736 0.0963
H 0.5154 1.0481 1.4236
H 3.4338 -0.7161 -0.4738
S 3.0588 -0.3340 0.7077
H -2.6214 0.5314 -0.5126
H -1.7975 0.1722 1.5087
C -1.3270 -0.3876 0.7446
H 1.2946 1.3537 -1.2481
H -1.0380 -1.3750 0.9170
N -2.0625 -0.2868 -0.4123
C 0.6829 0.6496 -0.8204
```

## Properties
ΔE to the lowest compared entry with this formula, charge and spin in eV: 4.733
Gap between HOMO and LUMO in eV: 6.99
Charge: +1
2S+1: 1
HOMO level in eV: -13.3

No. 3
The following is a quantum chemistry calculation of a 2-piece molecular cluster, C3H8NS overall, from the OMol25 dataset.

The geometry in XYZ format:
```
13
Properties=species:S:1:pos:R:3
S 0.4455 -1.3568 1.6043
H 1.7547 -0.0908 -0.2823
C -0.9444 0.5796 -0.7290
H 0.4908 1.3264 -2.0665
N 0.2203 1.2658 -1.0821
H 2.2955 1.6604 -0.3128
H -0.9053 0.1452 0.3226
C 1.3917 1.0027 -0.2261
H 0.2319 -2.2595 2.5880
H 1.0681 1.0069 0.8286
H -2.8302 -0.2870 -1.2743
C -1.9394 0.2398 -1.5847
H -1.8229 0.4131 -2.6593
```

## Properties
ΔE to the lowest compared entry with this formula, charge and spin in eV: 1.203
Gap between HOMO and LUMO in eV: 6.97
Charge: -1
2S+1: 1
HOMO level in eV: -2.8

No. 4
The following is a quantum chemistry calculation of an isolated ion of composition C3H8NS and charge +1, from the OMol25 dataset.

The geometry in XYZ format:
```
13
Properties=species:S:1:pos:R:3
H 0.8220 -1.6065 -0.9193
C -0.7702 0.3656 0.1891
S 1.9526 0.9006 -0.4556
H 0.2181 -1.9992 0.6030
N 0.8257 -1.4382 0.1221
H -1.3873 -0.3506 -0.3466
H 0.9232 0.1966 1.5289
C 0.6987 0.0097 0.4205
H 1.2256 0.5767 -1.5946
H -0.4899 2.0883 1.3777
H -2.2479 1.8367 0.7373
H 1.7880 -1.7450 0.5226
C -1.2305 1.4731 0.7837
```

## Properties
<S²>: 2.01
ΔE to the lowest compared entry with this formula, charge and spin in eV: 2.410
Gap between HOMO and LUMO (alpha / beta) in eV: 6.24 / 7.79
Charge: +1
2S+1: 3
HOMO level (alpha / beta) in eV: -10.2 / -14.5

No. 5
The following is a quantum chemistry calculation of an isolated ion of composition C3H8NS2 and charge +1, from the OMol25 dataset.

The geometry in XYZ format:
```
14
Properties=species:S:1:pos:R:3
H 1.5769 1.1963 -0.9667
H -0.1308 0.5324 2.3593
S -0.2699 -2.0709 -1.0086
H 0.3990 0.8686 -2.3185
H -0.3055 1.3035 0.2875
C 0.4417 -0.5457 -0.7286
H -1.8149 0.4609 2.0238
H -1.5890 0.3880 -0.1105
N -0.6355 0.3377 0.3467
C -0.8932 0.0109 1.7685
S 1.3166 -1.7382 0.3702
C 1.1382 0.4001 -1.5958
H -1.0631 -1.0791 1.8684
H 1.8295 -0.0644 -2.2957
```

## Properties
SMILES: C[NH2+]C1(C)SS1
ΔE to the lowest compared entry with this formula, charge and spin in eV: 1.196
Gap between HOMO and LUMO in eV: 8.53
Charge: +1
2S+1: 1
HOMO level in eV: -13.2

No. 6
The following is a quantum chemistry calculation of a 2-piece molecular cluster, C3H8O overall, from the OMol25 dataset.

The geometry in XYZ format:
```
12
Properties=species:S:1:pos:R:3
C 1.5883 -0.1433 0.3116
C -0.9436 -0.6040 0.4964
C 0.1707 0.3701 0.1874
H 2.2633 0.5121 -0.2419
H 1.7085 -1.1783 -0.0243
H -1.3403 1.3204 -1.6930
H -1.6319 0.8273 -2.1781
H -1.9124 -0.2251 0.1635
H 1.8617 -0.1060 1.3739
H -0.7584 -1.5920 0.0636
O -0.0358 1.5443 -0.0456
H -0.9701 -0.7256 1.5864
```

## Properties
SMILES: CC(C)=O.[H][H]
ΔE to the lowest compared entry with this formula, charge and spin in eV: 0.951
Gap between HOMO and LUMO in eV: 10.74
2S+1: 1
HOMO level in eV: -9.8

No. 7
The following is a quantum chemistry calculation of the molecule C3H8O, from the OMol25 dataset.

The geometry in XYZ format:
```
12
Properties=species:S:1:pos:R:3
H -2.4098 -0.8117 0.2563
C 1.7971 0.3165 0.0618
H 1.6790 -0.7888 -0.4512
H 2.1861 0.1173 1.0758
H 0.2870 -1.2555 -0.2370
C -1.7776 0.0740 0.2371
H -2.1789 0.7665 1.0048
H 2.3653 1.1610 -0.3777
C -0.3024 -0.3430 0.4228
O 0.4825 0.7470 0.0916
H -0.1002 -0.6781 1.4563
H -1.9066 0.5844 -0.7240
```

## Properties
SMILES: CCOC
ΔE to the lowest compared entry with this formula, charge and spin in eV: 1.736
Gap between HOMO and LUMO in eV: 11.07
2S+1: 1
HOMO level in eV: -9.9

No. 8
The following is a quantum chemistry calculation of a 2-piece molecular cluster, C3H8O2 overall, from the OMol25 dataset.

The geometry in XYZ format:
```
13
Properties=species:S:1:pos:R:3
H -1.0882 2.3447 -0.9492
H 1.3390 -1.7270 1.8794
H 0.4385 2.2177 -0.7318
H 0.6976 -0.7938 -1.0023
C 1.7466 -1.3399 0.9434
H -0.6439 -0.3893 1.7035
C -0.5152 -0.4096 0.6250
H -1.7391 -0.7069 -0.8128
O -0.2490 2.2358 -1.4022
C 0.6304 -0.7755 0.0803
O -1.6597 -0.1096 -0.0640
H 2.4646 -0.5640 1.2212
H 2.2483 -2.1351 0.3882
```

## Properties
SMILES: C/C=C/O.O
ΔE to the lowest compared entry with this formula, charge and spin in eV: 1.303
Gap between HOMO and LUMO in eV: 9.92
2S+1: 1
HOMO level in eV: -9.0

No. 9
The following is a quantum chemistry calculation of the molecule C3H8O2, from the OMol25 dataset.

The geometry in XYZ format:
```
13
Properties=species:S:1:pos:R:3
C 0.0664 -0.2187 0.9795
H 2.7109 0.0663 -0.8437
H 1.5357 1.2817 0.5589
C 1.4655 0.1918 0.6916
H 0.0374 -1.3208 0.8650
H -2.3985 -0.7538 -0.0424
H -2.2486 0.9974 0.2492
H -0.2239 -0.4450 -1.1651
H 2.0644 -0.0795 1.5752
O -0.5838 0.1607 -0.4938
C -2.0115 0.1884 -0.4390
H -2.3975 0.3934 -1.4410
O 1.9833 -0.4617 -0.4944
```

## Properties
ΔE to the lowest compared entry with this formula, charge and spin in eV: 4.590
Gap between HOMO and LUMO in eV: 8.18
2S+1: 1
HOMO level in eV: -7.5

Which formula does entry 6 have?
C3H8O

What is the formula in the seventh record?
C3H8O